[1]
DFT (wB97M-V/def2-TZVPD) results for a gas-phase ion, C12H17N2O2 (charge +1) at a distorted geometry.

Calculated values
E: -19781.6944 eV
orbital gap: 6.077 eV
highest occupied orbital energy: -0.4034 hartree
charge: +1

CARTESIAN COORDINATES (ANGSTROEM)
C  -0.66773  2.97791  -1.16330
C  0.31166  2.51934  -2.08331
C  -1.06156  2.22041  -0.06722
C  0.65150  1.22777  -2.04310
C  -0.54198  0.82190  0.02608
C  0.27693  0.30169  -0.96849
C  1.26031  -1.36972  -2.28425
C  -1.12357  0.00528  1.05926
C  -3.23972  0.70088  2.21190
C  3.11018  -0.99677  0.16264
C  -1.74996  0.64466  2.25264
C  1.73301  -1.48672  0.06451
N  0.95453  -0.89274  -1.07444
N  1.92509  -2.49071  -2.41619
O  -2.11071  -1.98466  1.60859
O  -1.30471  -1.27997  0.82252
H  -0.87897  3.98153  -1.25376
H  0.66689  3.24464  -2.88256
H  -1.85426  2.55245  0.53121
H  1.42729  0.97331  -2.71617
H  -3.69503  -0.28066  1.76966
H  -3.62065  1.55981  1.69060
H  -3.61778  0.69646  3.20458
H  3.22512  -0.09221  -0.44310
H  3.22501  -0.71916  1.24063
H  3.72773  -1.82465  -0.10132
H  -1.55396  -0.14034  3.01614
H  -1.19001  1.50704  2.47548
H  1.60024  -2.63823  0.08990
H  1.21407  -1.07579  0.95938
H  1.96002  -2.81146  -3.36585
H  2.74429  -2.89532  -1.87499
H  -1.80326  -2.95597  1.55233


[2]
DFT (wB97M-V/def2-TZVPD) results for a molecular structure, C38H36CrN2O3P at a distorted geometry.

Calculated values
E: -86805.2134 eV
multiplicity: 4
orbital gap (alpha / beta): 6.501 / 4.782 eV
highest occupied orbital energy (alpha / beta): -0.4375 / -0.4906 hartree
charge: +2

CARTESIAN COORDINATES (ANGSTROEM)
C  -8.10621  -1.16871  1.51159
C  -6.60938  -1.05476  1.51808
C  -5.88278  -1.73101  2.50504
C  -4.49237  -1.63307  2.58163
C  -3.75703  -2.36609  3.66608
C  -3.81910  -0.84470  1.63525
N  -2.38300  -0.73902  1.71265
P  -1.39903  -2.12410  1.57688
H  -0.01135  1.37103  -1.72338
N  -0.07559  -1.14809  2.04744
C  1.20342  -1.72115  2.38807
C  2.36646  -1.30644  1.71196
C  2.31996  -0.34794  0.55447
C  3.60918  -1.80412  2.12815
C  3.71278  -2.68832  3.20762
C  5.04842  -3.17663  3.68373
C  2.54031  -3.10493  3.84898
C  1.28587  -2.63640  3.45327
C  0.06940  -3.07374  4.21799
C  -0.43898  0.11646  2.50141
C  -1.75454  0.34436  2.31100
C  -4.52081  -0.17163  0.62096
C  -3.80405  0.66050  -0.40164
C  -5.91521  -0.28817  0.57335
H  -8.53887  -0.58559  0.69260
H  -8.40877  -2.22039  1.41132
H  -8.52914  -0.80241  2.45745
H  -6.42759  -2.33945  3.23439
H  -2.94282  -1.77428  4.10202
H  -4.47348  -2.58215  4.46987
H  -3.35121  -3.33266  3.33029
H  3.35498  -0.08202  0.30531
H  1.87488  -0.77993  -0.35495
H  1.77940  0.57713  0.79260
H  4.50492  -1.47015  1.59613
H  4.90626  -3.82341  4.55438
H  5.56114  -3.74484  2.89802
H  5.70404  -2.34685  3.97672
H  2.62451  -3.78584  4.70290
H  0.41118  -3.73915  5.02088
H  -0.44741  -2.22831  4.69507
H  -0.65412  -3.65482  3.62264
H  0.29434  0.76070  2.96093
H  -2.34150  1.20451  2.58163
H  -4.54590  1.05722  -1.10557
H  -3.26752  1.50827  0.04847
H  -3.08544  0.08440  -1.00005
H  -6.46269  0.23012  -0.22043
O  4.69715  5.32000  -0.90027
C  4.72162  4.27364  -1.41295
Cr  4.54189  2.46690  -2.02012
C  2.89111  2.67802  -1.14313
O  1.93418  2.91354  -0.51003
C  5.27716  1.96930  -0.34001
O  5.63584  1.75928  0.75086
C  6.10236  2.52196  -3.54450
C  4.93518  3.13831  -4.02713
C  3.71638  2.44667  -3.97035
C  3.64276  1.11655  -3.48778
C  2.31687  0.48022  -3.27173
C  1.13361  0.34861  -3.00436
C  -0.19103  0.55407  -2.40026
C  -1.22158  1.10252  -3.37160
C  -2.40368  0.46767  -3.78783
C  -3.31757  1.15418  -4.60757
C  -3.01804  2.44318  -5.07274
C  -1.82631  3.06895  -4.68400
C  -0.93303  2.37809  -3.86335
C  4.81049  0.55666  -2.94423
C  6.04059  1.23164  -3.00790
H  7.04650  3.07143  -3.54656
H  4.95784  4.15466  -4.43439
H  2.79134  2.93643  -4.28852
H  -0.57055  -0.33096  -1.86713
H  -2.61388  -0.56084  -3.48014
H  -4.25238  0.66804  -4.91327
H  -3.69515  2.94643  -5.76572
H  -1.56491  4.06661  -5.05134
H  0.02288  2.82105  -3.58088
H  4.73039  -0.41703  -2.45725
H  6.93644  0.76080  -2.59701


[3]
DFT (wB97M-V/def2-TZVPD) results for 2 unconnected molecules or ions with the total composition C6H9N3OSi2 at a distorted geometry.

Calculated values
E: -28637.1366 eV
multiplicity: 3
orbital gap (alpha / beta): 7.334 / 6.622 eV
highest occupied orbital energy (alpha / beta): -0.2580 / -0.4177 hartree
charge: 0

CARTESIAN COORDINATES (ANGSTROEM)
C  0.15616  -1.84701  -4.11534
C  -3.15676  0.53600  -1.24410
C  -2.76004  -2.20103  0.08386
C  1.19197  1.54174  -0.75319
C  1.88276  -1.12648  0.71229
C  0.53920  1.36751  2.35884
N  -0.51693  -1.55515  -3.24369
N  -3.79810  1.28234  -1.84330
N  -2.95019  -3.26768  0.48997
O  -0.72134  -0.17364  0.35912
Si  -1.98297  -0.60170  -0.41124
Si  0.85462  0.43212  0.75932
H  2.25372  1.66849  -0.95547
H  0.56431  1.09832  -1.66081
H  0.69030  2.41662  -0.68744
H  2.65879  -1.18135  1.42647
H  1.35238  -1.97305  0.89183
H  2.31533  -1.29190  -0.27500
H  1.33931  1.85437  2.73092
H  -0.22064  2.24149  2.15027
H  0.30812  0.77997  3.22668